# 1
{"formula": "C5H8O", "method": "ωB97M-V with the def2-TZVPD basis set", "homo_energy_ev": -10.032, "lumo_energy_ev": 1.09, "homo_lumo_gap_ev": 11.123, "elements": ["C", "O", "C", "C", "C", "C", "H", "H", "H", "H", "H", "H", "H", "H"], "xyz": [[1.93062, -0.12833, 0.50611], [1.35532, 1.15357, 0.74667], [0.53037, 0.14377, 0.20694], [-0.73835, -0.37164, 0.88546], [-1.51663, -0.03843, -0.41575], [-0.18622, 0.33056, -1.12853], [2.19069, -0.68723, 1.40541], [2.65705, -0.18386, -0.30503], [-1.04029, 0.15954, 1.79277], [-0.69188, -1.44300, 1.10694], [-2.19527, 0.81183, -0.30883], [-2.06967, -0.87224, -0.85553], [-0.12191, 1.34995, -1.52114], [0.12570, -0.36908, -1.91117]]}



# 2
{"formula": "C28H33N4OPtS3", "method": "ωB97M-V with the def2-TZVPD basis set", "homo_energy_ev": [-10.355, -10.692], "multiplicity": 5, "lumo_energy_ev": [-1.98, -5.30], "charge": 1, "s2": 6.03, "homo_lumo_gap_ev": [8.370, 5.388], "elements": ["Pt", "C", "N", "C", "C", "N", "C", "C", "C", "C", "C", "C", "C", "S", "C", "C", "C", "C", "C", "C", "S", "H", "H", "H", "H", "H", "H", "H", "H", "H", "H", "H", "H", "H", "H", "H", "H", "H", "H", "C", "C", "N", "C", "C", "C", "S", "N", "C", "O", "C", "C", "C", "C", "C", "C", "H", "H", "H", "H", "H", "H", "H", "H", "H", "H", "H", "H", "H", "H", "H"], "xyz": [[-0.50504, 0.10260, -1.12923], [-3.14064, 0.51697, 0.57418], [-2.57459, 1.17419, -0.62155], [-3.37483, 0.91368, -1.83386], [-3.52020, -0.57491, -2.08822], [-2.21165, -1.24361, -2.18048], [-1.71429, -1.20364, -3.57996], [-2.21407, -2.60053, -1.68560], [-3.36278, -3.38075, -1.66720], [-3.31916, -4.69504, -1.22384], [-2.12194, -5.25760, -0.80675], [-0.96928, -4.49632, -0.82703], [-1.00429, -3.16693, -1.25477], [0.47728, -2.25425, -1.21889], [-2.43049, 2.60494, -0.45905], [-3.39738, 3.36225, 0.17963], [-3.23727, 4.73578, 0.31564], [-2.10765, 5.36229, -0.19187], [-1.14563, 4.61734, -0.84679], [-1.30256, 3.23521, -0.99521], [-0.08579, 2.34418, -1.85858], [-4.23351, 0.58269, 0.59424], [-2.74169, 0.99842, 1.46280], [-2.85251, -0.53174, 0.59870], [-2.89137, 1.41007, -2.67656], [-4.37549, 1.34672, -1.71849], [-4.09455, -0.72309, -3.00737], [-4.08228, -1.01276, -1.26714], [-2.39345, -1.75647, -4.23866], [-0.72883, -1.65381, -3.64127], [-1.64742, -0.17092, -3.91715], [-4.30459, -2.98588, -2.02338], [-4.22726, -5.28262, -1.21774], [-2.08596, -6.28561, -0.47321], [-0.02602, -4.91019, -0.49570], [-4.28455, 2.88787, 0.57980], [-4.00058, 5.30935, 0.82373], [-1.97842, 6.42945, -0.07347], [-0.25392, 5.08181, -1.24673], [3.07523, 1.88673, 3.47743], [2.88489, 0.37656, 3.55313], [1.58753, -0.04352, 3.01950], [0.47224, -0.02356, 3.96424], [0.21733, -1.36936, 4.63677], [1.47421, -0.35499, 1.72149], [-0.09821, -0.97890, 1.20795], [2.54688, -0.26104, 0.97809], [2.68392, -0.00392, -0.31945], [1.78525, 0.36820, -1.11723], [4.06777, -0.09700, -0.86288], [5.17576, -0.12071, -0.02083], [6.45263, -0.11753, -0.55737], [6.63131, -0.09381, -1.93315], [5.52874, -0.08288, -2.77699], [4.25122, -0.07838, -2.24501], [4.02424, 2.17031, 3.93171], [2.27635, 2.40698, 4.00833], [3.07566, 2.21625, 2.43815], [2.93561, 0.03440, 4.58770], [3.65875, -0.12710, 2.98146], [-0.42696, 0.31853, 3.45193], [0.71619, 0.71918, 4.72352], [-0.08163, -2.11788, 3.90587], [-0.58345, -1.26459, 5.36944], [1.10936, -1.72375, 5.15441], [5.02846, -0.12927, 1.04954], [7.31271, -0.12732, 0.09929], [7.63049, -0.08459, -2.34862], [5.66742, -0.06982, -3.85003], [3.38481, -0.05631, -2.89135]]}



# 3
{"formula": "C6H12O", "method": "ωB97M-V with the def2-TZVPD basis set", "homo_energy_ev": -8.334, "lumo_energy_ev": 1.06, "homo_lumo_gap_ev": 9.396, "elements": ["C", "O", "C", "C", "C", "C", "C", "H", "H", "H", "H", "H", "H", "H", "H", "H", "H", "H", "H"], "xyz": [[2.76595, -0.64905, -0.06439], [1.58546, -0.05844, -0.63538], [1.17578, 1.04284, -0.05308], [-0.13582, 1.42439, -0.69241], [-1.24530, 1.17879, 0.35211], [-1.25784, -0.25995, 0.88033], [-1.44641, -1.32818, -0.19524], [2.47768, -1.20798, 0.83234], [3.47740, 0.13749, 0.19964], [3.17676, -1.32926, -0.81667], [-0.30487, -0.43599, 1.39944], [-0.09447, 2.49802, -0.91530], [-0.34434, 0.87257, -1.62080], [-2.21457, 1.43476, -0.09471], [-1.09143, 1.86086, 1.19609], [-2.04286, -0.35844, 1.64100], [-2.39196, -1.19272, -0.73303], [-0.63549, -1.30107, -0.92958], [-1.45369, -2.32862, 0.24966]]}



It is found that the max |F| values, taken in the order of the records, are 0.0064; 0.0146; 0.0102 Eh/bohr.